Below is a gas-phase ion, C27H30N3 (charge +1) in a non-equilibrium geometry, with properties calculated with wB97M-V/def2-TZVPD.

Each line ends with the Löwdin charge.
CARTESIAN COORDINATES (ANGSTROEM)
C 2.830 -4.626 3.228  -0.049
C 2.196 -3.346 2.781  -0.277
C 1.096 -2.808 3.454  -0.016
C 0.505 -1.634 2.984  -0.046
C 0.962 -1.004 1.824  -0.161
C 0.211 0.245 1.334  -0.188
C -1.270 0.274 1.590  -0.091
C -2.007 1.440 1.822  -0.208
C -1.597 2.853 1.859  -0.005
N -3.325 1.117 1.983  -0.054
C -4.391 2.079 2.185  -0.003
C -3.493 -0.261 1.906  -0.157
C -4.647 -0.982 2.183  -0.009
C -4.522 -2.383 2.198  -0.076
C -3.272 -2.989 1.960  -0.076
C -2.127 -2.233 1.651  -0.040
C -2.206 -0.836 1.666  -0.128
N 0.552 0.575 -0.041  -0.023
C 1.549 1.480 -0.224  -0.012
C 2.005 1.812 -1.474  0.042
C 1.356 1.283 -2.616  -0.174
N 1.757 1.634 -3.882  -0.077
C 0.844 1.704 -5.015  -0.140
C 1.683 2.158 -6.232  -0.145
C 3.149 2.131 -5.783  -0.145
C 3.127 1.988 -4.243  -0.138
C 0.278 0.383 -2.387  0.052
C -0.074 0.004 -1.108  0.036
C 2.153 -1.465 1.238  -0.020
C 2.732 -2.654 1.692  -0.032
H 3.711 -4.819 2.613  0.076
H 3.149 -4.548 4.271  0.089
H 2.149 -5.480 3.143  0.090
H 0.669 -3.329 4.317  0.127
H -0.348 -1.204 3.512  0.127
H 0.635 1.059 1.937  0.144
H -0.521 2.940 2.024  0.078
H -1.836 3.412 0.943  0.101
H -2.107 3.374 2.676  0.087
H -5.304 1.511 2.353  0.077
H -4.215 2.706 3.068  0.099
H -4.543 2.743 1.320  0.106
H -5.579 -0.469 2.440  0.106
H -5.388 -3.006 2.432  0.106
H -3.183 -4.079 2.027  0.106
H -1.177 -2.701 1.387  0.108
H 1.965 1.922 0.683  0.153
H 2.811 2.536 -1.540  0.123
H 0.020 2.417 -4.831  0.133
H 0.383 0.724 -5.217  0.117
H 1.396 3.180 -6.510  0.113
H 1.508 1.501 -7.092  0.115
H 3.659 1.269 -6.230  0.114
H 3.677 3.042 -6.083  0.115
H 3.854 1.229 -3.913  0.132
H 3.423 2.941 -3.775  0.119
H -0.259 -0.069 -3.216  0.119
H -0.854 -0.737 -0.898  0.157
H 2.645 -0.915 0.433  0.107
H 3.606 -3.086 1.193  0.116

LUMO	-3.02	eV
charge	+1
2S+1	1
HOMO-LUMO gap	7.261	eV
structure (SMILES)	Cc1ccc([C@H](c2c(C)n(C)c3ccccc23)[n+]2ccc(N3CCCC3)cc2)cc1
HOMO level	-10.280	eV
E	-32951.203	eV

***

Below is a molecular structure, C5H11F3KNO8S2 in a non-equilibrium geometry, with properties calculated with wB97M-V/def2-TZVPD.

Each line ends with the Löwdin charge.
CARTESIAN COORDINATES (ANGSTROEM)
K 0.629 -1.756 -0.233  0.820
S 2.213 -4.469 1.420  0.075
O 2.211 -5.813 0.849  -0.462
O 3.152 -3.525 0.871  -0.440
O 0.862 -3.901 1.356  -0.571
O 2.620 -4.483 2.848  -0.482
C 5.376 1.158 0.372  -0.621
F 5.519 0.923 -0.950  0.090
F 6.519 0.935 1.044  0.100
F 5.107 2.480 0.550  0.069
S 4.009 0.017 1.093  0.548
O 2.806 -0.045 0.156  -0.477
O 4.619 -1.303 1.216  -0.318
O 3.730 0.563 2.461  -0.382
C -3.063 -1.225 -0.717  -0.029
C -2.368 0.158 -1.004  -0.448
C -3.305 1.365 -1.034  -0.185
O -2.584 2.615 -0.855  -0.209
C -3.403 3.768 -0.918  -0.106
N -1.332 0.358 -0.025  0.014
H -2.433 -2.114 -0.685  0.075
H -3.681 -1.342 -1.607  0.067
H -3.723 -1.108 0.142  0.077
H -1.901 0.161 -1.989  0.136
H -3.996 1.246 -0.199  0.120
H -3.896 1.354 -1.950  0.121
H -4.023 3.746 -1.814  0.082
H -2.703 4.600 -0.838  0.092
H -4.051 3.785 -0.042  0.082
H -1.083 1.281 -0.351  0.072
H -1.824 0.570 0.832  0.091

LUMO	3.40	eV
charge	-2
2S+1	1
HOMO-LUMO gap	2.693	eV
HOMO level	0.702	eV
E	-69381.209	eV

***

Below is C2H3NOS in the gas phase in a non-equilibrium geometry, with properties calculated with wB97M-V/def2-TZVPD.

Each line ends with the Löwdin charge.
CARTESIAN COORDINATES (ANGSTROEM)
C -0.382 -0.541 0.151  -0.375
C 0.785 0.612 0.160  -0.257
N 0.971 1.915 0.356  0.068
O -1.709 -2.383 -1.100  -0.544
S -0.488 -1.591 -1.086  0.904
H -1.091 -0.439 1.010  0.080
H 1.809 0.068 -0.062  0.109
H 0.105 2.358 0.572  0.016

LUMO	-0.84	eV
2S+1	1
HOMO-LUMO gap	9.236	eV
HOMO level	-10.078	eV
E	-16492.425	eV

***

What did the second record say?
Below is a molecular structure, C5H11F3KNO8S2 in a non-equilibrium geometry, with properties calculated with wB97M-V/def2-TZVPD.

Each line ends with the Löwdin charge.
CARTESIAN COORDINATES (ANGSTROEM)
K 0.629 -1.756 -0.233  0.820
S 2.213 -4.469 1.420  0.075
O 2.211 -5.813 0.849  -0.462
O 3.152 -3.525 0.871  -0.440
O 0.862 -3.901 1.356  -0.571
O 2.620 -4.483 2.848  -0.482
C 5.376 1.158 0.372  -0.621
F 5.519 0.923 -0.950  0.090
F 6.519 0.935 1.044  0.100
F 5.107 2.480 0.550  0.069
S 4.009 0.017 1.093  0.548
O 2.806 -0.045 0.156  -0.477
O 4.619 -1.303 1.216  -0.318
O 3.730 0.563 2.461  -0.382
C -3.063 -1.225 -0.717  -0.029
C -2.368 0.158 -1.004  -0.448
C -3.305 1.365 -1.034  -0.185
O -2.584 2.615 -0.855  -0.209
C -3.403 3.768 -0.918  -0.106
N -1.332 0.358 -0.025  0.014
H -2.433 -2.114 -0.685  0.075
H -3.681 -1.342 -1.607  0.067
H -3.723 -1.108 0.142  0.077
H -1.901 0.161 -1.989  0.136
H -3.996 1.246 -0.199  0.120
H -3.896 1.354 -1.950  0.121
H -4.023 3.746 -1.814  0.082
H -2.703 4.600 -0.838  0.092
H -4.051 3.785 -0.042  0.082
H -1.083 1.281 -0.351  0.072
H -1.824 0.570 0.832  0.091

LUMO	3.40	eV
charge	-2
2S+1	1
HOMO-LUMO gap	2.693	eV
HOMO level	0.702	eV
E	-69381.209	eV

***

- LUMO of number 2 (C5H11F3KNO8S2)?
  3.40 eV

***

- Which formula does entry 3 have?
  C2H3NOS